Density functional theory data (the ωB97M-V functional and the def2-TZVPD basis) for a 14-piece molecular cluster, C51H138N14O22 overall.

Summary:
spin multiplicity = 1
total charge = 0
highest occupied orbital energy = -8.028 eV
HOMO-LUMO gap = 8.02 eV

```
225
Properties=species:S:1:pos:R:3:mulliken_charge:R:1
C 0.43 -1.53 -5.59 0.436
O 0.25 -2.28 -6.53 -0.750
N 1.58 -0.97 -5.23 -0.278
N -0.50 -1.33 -4.68 0.502
H 1.61 -0.37 -4.42 0.099
H 2.18 -0.84 -6.04 0.249
H -1.29 -1.96 -4.71 0.241
H -0.37 -0.73 -3.88 -0.029
C -1.09 2.48 4.96 0.459
O -0.72 1.85 5.92 -0.690
N -0.90 2.07 3.68 0.778
N -1.87 3.54 5.13 -0.411
H -1.23 2.63 2.91 -0.098
H -0.31 1.25 3.57 -0.851
H -2.11 3.72 6.09 0.281
H -2.37 3.92 4.33 0.138
C -0.39 0.59 -1.34 1.134
O -0.32 -0.06 -2.30 -0.741
N -0.03 0.25 -0.15 1.965
N -0.60 1.86 -1.36 1.613
H 0.02 0.95 0.58 -1.124
H 0.38 -0.65 0.04 -1.288
H -0.29 2.49 -0.63 -0.431
H -0.84 2.14 -2.30 -0.671
C 0.00 -2.80 9.09 -0.731
O 1.19 -2.18 8.57 -0.503
C 0.96 -1.42 7.38 -0.029
C 2.21 -0.69 6.95 -0.473
N 1.93 0.33 5.85 -0.708
C 3.16 1.13 5.62 -0.290
C 2.73 2.47 4.99 0.133
O 3.88 3.33 4.87 -0.529
C 4.89 2.85 3.97 -0.462
H -0.51 -3.40 8.33 0.241
H -0.76 -2.11 9.46 0.306
H 0.23 -3.59 9.81 0.330
H 0.09 -0.78 7.52 0.561
H 0.78 -2.19 6.63 -0.165
H 2.95 -1.40 6.57 -0.053
H 2.58 -0.26 7.89 0.463
H 1.29 1.00 6.23 0.074
H 3.96 0.73 5.01 0.125
H 3.58 1.41 6.59 0.425
H 2.18 2.97 5.78 0.339
H 2.18 2.44 4.06 -0.313
H 5.52 2.16 4.53 0.321
H 5.58 3.65 3.71 0.294
H 4.54 2.45 3.02 -0.035
C 1.15 5.83 -4.94 -0.696
O 2.22 6.29 -4.21 -0.424
C 1.95 6.26 -2.84 0.635
C 3.35 6.21 -2.20 -0.944
N 4.13 5.04 -2.71 0.042
C 5.47 4.77 -2.07 -0.961
C 5.61 4.91 -0.52 0.143
O 6.07 6.17 -0.13 -0.374
C 6.21 6.36 1.26 -0.817
H 0.87 4.82 -4.64 0.120
H 1.66 5.70 -5.90 0.366
H 0.32 6.50 -5.14 0.338
H 1.48 5.32 -2.54 -0.694
H 1.36 7.13 -2.56 0.491
H 3.19 6.04 -1.14 0.322
H 3.82 7.19 -2.33 0.276
H 4.10 5.21 -3.70 0.320
H 6.33 5.33 -2.45 0.317
H 5.67 3.76 -2.43 0.394
H 6.20 4.10 -0.09 0.601
H 4.60 4.78 -0.14 -0.244
H 6.82 7.21 1.56 0.299
H 6.69 5.50 1.73 0.318
H 5.25 6.39 1.77 0.295
C 2.35 2.28 -3.14 -0.477
O 2.80 0.95 -2.78 -0.397
C 3.80 0.95 -1.71 0.269
C 3.98 -0.50 -1.29 -1.442
N 2.80 -0.99 -0.53 1.581
C 2.95 -2.41 -0.26 -0.465
C 1.68 -3.07 0.19 0.257
O 0.53 -2.72 -0.57 0.261
C 0.56 -3.28 -1.91 -0.618
H 1.62 2.08 -3.92 0.177
H 3.11 2.90 -3.61 0.480
H 1.93 2.81 -2.29 -0.035
H 3.47 1.48 -0.82 -0.284
H 4.69 1.43 -2.09 0.429
H 4.95 -0.60 -0.79 0.282
H 3.95 -0.96 -2.28 0.677
H 1.94 -0.84 -1.03 -1.057
H 3.67 -2.46 0.55 -0.320
H 3.35 -2.94 -1.13 0.411
H 1.48 -2.87 1.25 -1.259
H 1.88 -4.14 0.21 0.904
H 1.43 -3.01 -2.50 0.280
H -0.27 -2.76 -2.38 -0.159
H 0.37 -4.36 -1.94 0.366
C -4.88 0.46 2.06 -1.005
O -4.09 -0.64 1.68 -0.505
C -2.72 -0.52 2.04 -0.872
C -1.83 -1.65 1.68 1.704
N -1.90 -2.70 2.70 0.116
C -1.06 -3.88 2.43 1.808
C -1.34 -4.89 3.50 -0.792
O -2.67 -5.35 3.48 -0.381
C -3.12 -6.04 2.35 -0.543
H -4.84 0.63 3.14 0.381
H -5.87 0.42 1.62 0.388
H -4.51 1.42 1.71 0.177
H -2.74 -0.40 3.12 0.432
H -2.31 0.41 1.64 0.262
H -0.82 -1.24 1.64 -1.635
H -1.97 -1.94 0.64 0.019
H -2.83 -3.11 2.69 0.406
H 0.00 -3.66 2.39 -2.052
H -1.32 -4.34 1.47 0.338
H -1.19 -4.44 4.48 0.186
H -0.63 -5.72 3.43 0.519
H -2.44 -6.80 1.96 0.375
H -3.26 -5.40 1.48 0.038
H -4.08 -6.54 2.46 0.295
C 1.49 3.64 1.13 -0.933
O 0.31 3.85 0.35 -0.303
C -0.38 5.06 0.68 -1.008
C -1.74 5.05 -0.07 -0.369
N -1.60 4.96 -1.50 -0.267
C -2.75 4.33 -2.20 -0.536
C -2.45 4.03 -3.71 -1.090
O -1.69 2.87 -3.81 0.016
C -1.41 2.51 -5.11 -0.780
H 2.22 4.45 1.02 0.295
H 1.95 2.74 0.73 -0.026
H 1.29 3.47 2.18 0.252
H 0.18 5.98 0.50 0.379
H -0.64 5.25 1.72 0.473
H -2.53 5.70 0.31 0.528
H -2.18 4.09 0.21 0.067
H -0.93 4.20 -1.56 -0.203
H -3.55 5.07 -2.19 0.508
H -3.00 3.40 -1.70 0.271
H -1.95 4.89 -4.16 0.261
H -3.43 3.81 -4.13 0.561
H -2.40 2.21 -5.47 0.495
H -0.81 1.60 -5.06 -0.136
H -0.93 3.30 -5.69 0.250
C 2.52 -3.67 4.07 0.396
O 2.79 -4.83 4.83 -0.590
C 3.33 -4.68 6.13 -0.480
C 4.80 -4.19 6.08 -0.252
N 5.57 -5.15 5.28 -0.337
C 6.92 -4.68 4.89 -1.017
C 7.01 -3.36 4.13 -0.436
O 6.09 -3.21 3.06 -0.296
C 6.25 -1.97 2.39 -0.450
H 1.94 -4.03 3.23 0.043
H 3.37 -3.01 3.90 -0.032
H 1.86 -3.13 4.75 -0.135
H 3.38 -5.62 6.68 0.352
H 2.69 -4.07 6.77 0.141
H 5.15 -4.11 7.11 0.467
H 4.77 -3.17 5.69 0.019
H 5.06 -5.44 4.46 0.335
H 7.44 -5.47 4.35 0.438
H 7.53 -4.49 5.77 0.359
H 8.05 -3.30 3.82 0.412
H 6.77 -2.56 4.82 0.312
H 5.78 -1.19 2.99 0.094
H 5.73 -2.10 1.44 0.030
H 7.27 -1.80 2.05 0.480
C -7.96 -1.69 -6.62 -0.784
O -6.66 -0.97 -6.78 -0.365
C -5.81 -1.06 -5.65 -0.883
C -4.58 -0.24 -5.92 0.359
N -3.74 -0.79 -6.95 -0.252
C -2.65 0.00 -7.51 0.144
C -2.13 -0.61 -8.79 -0.964
O -3.16 -0.42 -9.76 -0.308
C -2.94 -1.36 -10.75 -0.778
H -8.36 -1.40 -5.64 0.302
H -7.91 -2.77 -6.52 0.297
H -8.65 -1.34 -7.38 0.267
H -5.51 -2.10 -5.57 0.358
H -6.20 -0.59 -4.75 0.535
H -4.03 -0.19 -4.97 -0.404
H -4.99 0.72 -6.22 0.269
H -4.29 -1.09 -7.74 0.351
H -1.89 0.20 -6.76 -0.350
H -3.01 0.99 -7.79 0.354
H -1.68 -1.58 -8.59 0.446
H -1.35 0.09 -9.09 0.423
H -3.07 -2.39 -10.40 0.316
H -1.96 -1.28 -11.22 0.311
H -3.64 -1.30 -11.58 0.287
C -8.91 -4.63 -0.84 -0.750
O -7.85 -3.66 -0.55 -0.342
C -6.52 -4.21 -0.82 -0.870
C -5.33 -3.61 -0.05 -0.356
N -5.03 -2.24 -0.52 0.121
C -4.23 -2.16 -1.73 -0.970
C -4.09 -0.61 -2.07 0.846
O -5.23 -0.01 -2.60 -0.507
C -5.26 1.39 -2.65 -0.648
H -9.84 -4.14 -0.55 0.243
H -8.81 -5.58 -0.31 0.310
H -8.90 -4.83 -1.91 0.299
H -6.47 -4.10 -1.91 0.304
H -6.55 -5.30 -0.77 0.462
H -4.48 -4.28 -0.18 0.063
H -5.52 -3.59 1.03 0.501
H -4.83 -1.66 0.28 0.295
H -4.60 -2.69 -2.61 0.514
H -3.27 -2.64 -1.54 0.138
H -3.37 -0.48 -2.88 -0.251
H -3.75 -0.11 -1.16 0.136
H -5.04 1.90 -1.72 0.349
H -6.23 1.68 -3.06 0.429
H -4.63 1.82 -3.43 0.031
O -1.11 -1.73 4.99 -0.745
H -1.61 -2.06 4.25 0.650
H -0.22 -1.61 4.65 -0.190
O 3.47 0.18 1.88 -0.108
H 4.35 0.50 1.72 0.179
H 3.20 -0.20 1.04 -0.186
O 1.04 -0.20 3.41 2.771
H 1.32 0.03 4.29 0.022
H 1.85 -0.22 2.90 -0.725
```